1.
{"formula": "C3H6N2OS", "method": "ωB97M-V/def2-TZVPD", "mol_weight_g_mol": 118.16, "e_homo_ev": -8.62, "homo_lumo_gap_ev": 9.14, "lumo_energy_ev": 0.5, "smiles": "[H]/N=C1/OCSN1C", "total_energy_ev": -19070.1631, "symbols": ["C", "C", "C", "H", "H", "H", "H", "H", "H", "N", "N", "O", "S"], "positions_angstrom": [[-1.0608, 1.4547, -0.0119], [1.9202, -0.8940, 0.1777], [-0.3578, -0.8886, -0.0953], [-0.6861, 2.4377, 0.3908], [-1.9538, 1.1825, 0.5499], [-1.3177, 1.5904, -1.0792], [2.0899, -0.9522, 1.2276], [2.7900, -1.2919, -0.3792], [-2.2436, -0.7881, -0.2188], [-0.0504, 0.4381, 0.2099], [-1.4809, -1.4591, -0.2539], [0.7833, -1.6390, -0.2044], [1.5677, 0.8093, -0.3132]], "lowdin_charge": [-0.1296, -0.4369, -0.5567, 0.0954, 0.0811, 0.0949, 0.0773, 0.1037, 0.0355, -0.4132, 0.1636, -0.0601, 0.9449]}


2.
{"formula": "C4H7ClN2", "method": "ωB97M-V/def2-TZVPD", "mol_weight_g_mol": 118.57, "e_homo_ev": [-8.23, -8.62], "homo_lumo_gap_ev": [7.90, 8.27], "lumo_energy_ev": [-0.3, -0.3], "total_energy_ev": -19759.8238, "symbols": ["C", "C", "C", "C", "N", "N", "Cl", "H", "H", "H", "H", "H", "H", "H"], "positions_angstrom": [[-0.4071, -0.0372, -1.8168], [-0.4553, 1.2926, 0.1119], [-0.5044, -1.2731, -1.0274], [0.8145, -0.0977, 1.6523], [-0.3224, 1.1815, -1.3508], [-0.3273, 0.0235, 0.7847], [0.7080, -2.5009, -1.3420], [-0.1381, -0.1188, -2.8839], [0.2585, 1.9946, 0.4022], [-1.4664, 1.5112, 0.4260], [-1.4539, -1.6721, -0.9429], [1.1818, -1.0960, 1.8075], [1.5899, 0.7202, 1.3991], [0.5223, 0.0719, 2.7803]], "lowdin_charge": [-0.2423, -0.2932, -0.4852, -0.1695, 0.0626, -0.0787, 0.6039, 0.1090, 0.0810, 0.1185, 0.0386, 0.0530, 0.0949, 0.1074]}


3.
{"formula": "C19H23N6OReS", "method": "ωB97M-V/def2-TZVPD", "spin_multiplicity": 2, "mol_weight_g_mol": 569.71, "e_homo_ev": [-17.66, -17.72], "homo_lumo_gap_ev": [5.92, 5.99], "lumo_energy_ev": [-11.7, -11.7], "total_energy_ev": -44001.7893, "total_charge": 3, "s2": 0.770, "symbols": ["Re", "C", "C", "N", "N", "C", "N", "S", "C", "C", "C", "C", "C", "N", "H", "H", "H", "H", "H", "H", "H", "H", "H", "C", "C", "C", "C", "C", "C", "H", "H", "H", "H", "H", "H", "N", "C", "N", "C", "C", "O", "C", "C", "H", "H", "H", "H", "H", "H", "H", "H"], "positions_angstrom": [[-0.0425, 0.6696, 0.0948], [0.2897, 1.9874, -4.0577], [0.1279, 1.8655, -2.5900], [0.0526, 0.7220, -1.9777], [0.0016, -0.4197, -2.7577], [-0.6941, -1.3367, -2.1786], [-0.9866, -2.5066, -2.7194], [-1.3241, -1.0100, -0.4983], [-0.0945, 3.0067, -1.6838], [-0.1372, 4.3207, -2.0837], [-0.5406, 5.2998, -1.1716], [-0.9064, 4.9269, 0.1085], [-0.8171, 3.5932, 0.4652], [-0.4007, 2.6505, -0.3981], [-0.3490, 1.2623, -4.5606], [1.3185, 1.7354, -4.3326], [0.0657, 2.9842, -4.4217], [-0.7044, -2.7057, -3.6704], [-1.5509, -3.1930, -2.2437], [0.1140, 4.5937, -3.0979], [-0.5889, 6.3369, -1.4784], [-1.2571, 5.6518, 0.8294], [-1.0786, 3.2563, 1.4563], [3.2348, 1.0407, 1.4091], [3.1007, 0.0906, 2.4239], [2.3596, -1.0742, 2.2341], [1.7728, -1.3233, 1.0056], [1.9258, -0.3950, -0.0711], [2.6803, 0.7972, 0.1662], [3.8283, 1.9303, 1.5741], [3.6045, 0.2524, 3.3693], [2.2921, -1.8110, 3.0237], [1.2604, -2.2598, 0.8262], [1.8653, -0.7765, -1.0872], [2.8701, 1.4743, -0.6588], [-0.1315, 0.9625, 2.1103], [-0.3252, 1.1331, 3.2577], [-0.5129, 1.3091, 4.5009], [-0.4851, 0.1694, 5.4730], [0.3376, 0.5965, 6.6788], [-0.1707, 1.7938, 7.2139], [-0.0355, 2.8700, 6.3188], [-0.8911, 2.6356, 5.0818], [-0.0705, -0.7068, 4.9769], [-1.5178, -0.0253, 5.7629], [1.3934, 0.7145, 6.4016], [0.2629, -0.1670, 7.4511], [1.0156, 3.0105, 6.0360], [-0.3824, 3.7667, 6.8288], [-0.7362, 3.4077, 4.3296], [-1.9469, 2.5797, 5.3487]], "mulliken_spin": [0.8893, -0.0006, 0.0658, -0.0914, 0.0065, -0.0012, -0.0155, -0.0224, 0.0198, 0.0201, 0.0071, 0.0029, 0.0155, -0.0060, 0.0070, 0.0096, 0.0005, 0.0010, 0.0005, 0.0017, 0.0002, -0.0001, 0.0041, 0.0181, -0.0256, 0.0258, -0.0468, 0.0747, -0.0431, 0.0005, -0.0004, 0.0005, -0.0022, 0.0175, -0.0036, -0.0079, 0.0243, 0.0480, -0.0025, 0.0036, 0.0006, 0.0023, -0.0011, 0.0010, 0.0007, -0.0005, 0.0000, -0.0005, -0.0002, 0.0013, 0.0012]}


4.
{"formula": "C8H15AgF2N2O12S2", "method": "ωB97M-V/def2-TZVPD", "spin_multiplicity": 3, "mol_weight_g_mol": 541.21, "e_homo_ev": [-2.54, -2.40], "homo_lumo_gap_ev": [6.93, 6.79], "lumo_energy_ev": [4.4, 4.4], "total_energy_ev": -67186.4991, "total_charge": -2, "s2": 2.017, "symbols": ["Ag", "C", "O", "O", "O", "C", "O", "O", "O", "N", "S", "O", "O", "F", "S", "O", "O", "F", "C", "O", "C", "C", "N", "C", "C", "O", "C", "H", "H", "H", "H", "H", "H", "H", "H", "H", "H", "H", "H", "H", "H", "H"], "positions_angstrom": [[-1.2222, 0.1096, 0.7835], [-2.1660, 0.1578, 4.0726], [-3.1489, 0.5098, 4.7317], [-1.2085, -0.5989, 4.4014], [-2.3117, 0.6580, 2.9321], [-0.5647, -2.5648, 1.4349], [-0.5970, -3.1507, 2.5183], [-1.5409, -2.0772, 0.9310], [0.2134, -1.6082, 1.6640], [-2.5872, 1.0211, -0.6436], [-2.4673, 2.3342, -1.4032], [-3.6651, 3.2051, -1.5499], [-1.5149, 2.3273, -2.4505], [-1.5798, 2.9879, -0.1860], [-3.5934, 0.2511, -1.8035], [-2.7675, -0.4308, -2.7539], [-4.8353, 0.8206, -2.0966], [-4.1365, -1.0350, -1.0188], [3.7848, -2.7848, -2.6801], [3.3278, -1.9372, -1.5509], [1.8789, -2.0820, -1.5671], [1.2647, -0.7604, -1.8471], [0.7878, -0.1643, -0.5863], [1.5298, 1.0823, -0.3264], [1.4449, 1.3294, 1.2436], [0.1491, 1.7779, 1.5120], [0.0198, 2.6915, 2.5459], [4.7769, -2.3487, -2.7969], [3.1357, -2.6814, -3.5496], [3.7671, -3.8562, -2.4805], [1.6865, -2.5442, -0.5989], [1.4663, -2.7363, -2.3351], [0.4120, -1.0904, -2.4404], [1.8997, -0.0795, -2.4139], [0.9200, -0.7529, 0.2237], [0.9313, 1.7247, -0.9724], [2.5599, 1.0923, -0.6825], [2.2686, 1.9715, 1.5556], [1.7263, 0.4935, 1.8842], [-0.9420, 3.1877, 2.4156], [0.8065, 3.4345, 2.4148], [0.0911, 2.1162, 3.4690]], "mulliken_spin": [0.0304, -0.0377, 0.4718, 0.1205, 0.4307, -0.0349, 0.3744, 0.1407, 0.4854, 0.0018, 0.0007, 0.0005, 0.0003, 0.0000, -0.0002, 0.0002, 0.0005, -0.0001, -0.0001, -0.0003, -0.0017, 0.0008, 0.0064, 0.0036, -0.0056, 0.0072, -0.0021, 0.0000, 0.0000, 0.0000, -0.0030, -0.0011, 0.0001, 0.0001, 0.0118, 0.0003, -0.0001, -0.0005, 0.0004, 0.0008, -0.0003, -0.0017]}


5.
{"formula": "C11H11PS", "method": "ωB97M-V/def2-TZVPD", "mol_weight_g_mol": 206.25, "e_homo_ev": -8.11, "homo_lumo_gap_ev": 7.61, "lumo_energy_ev": -0.5, "total_energy_ev": -31704.1988, "symbols": ["C", "C", "C", "C", "C", "C", "C", "C", "C", "C", "C", "P", "S", "H", "H", "H", "H", "H", "H", "H", "H", "H", "H", "H"], "positions_angstrom": [[0.5150, 2.1682, 1.7598], [1.6052, 2.2975, 0.9386], [3.7153, -0.8067, -0.2633], [2.7428, -1.7996, -0.2617], [3.3956, 0.5703, 0.0381], [1.6793, -1.5342, 0.6298], [2.0674, 0.9613, 0.5774], [1.3162, -0.2204, 1.0755], [-2.5870, -0.3970, 0.1936], [-1.3474, 0.1194, 0.2672], [-3.4855, -0.5114, -1.0180], [-0.3184, -0.0829, 1.7715], [-0.9050, -1.5403, 2.7762], [-0.5015, 2.6034, 1.4872], [4.6528, -1.2611, -0.6828], [2.9380, -2.8144, -0.6037], [4.2428, 1.1813, -0.2094], [1.1341, -2.4960, 0.8252], [1.8419, 3.3085, 0.7599], [-2.9742, -0.8596, 1.1395], [-0.9877, 0.6526, -0.6866], [-3.5581, -1.5208, -1.3909], [-3.0050, 0.0414, -1.8378], [-4.4736, -0.2930, -0.6988]], "lowdin_charge": [-0.0294, -0.1214, -0.0980, -0.1005, -0.0034, -0.1097, -0.1951, -0.3481, -0.2456, -0.2872, -0.0908, 0.3980, 0.2880, 0.0560, 0.1147, 0.1026, 0.0865, 0.1023, 0.0905, 0.0688, 0.1125, 0.0704, 0.0791, 0.0597]}


6.
{"formula": "C18H68BO20", "method": "ωB97M-V/def2-TZVPD", "mol_weight_g_mol": 615.53, "e_homo_ev": -4.53, "homo_lumo_gap_ev": 6.11, "lumo_energy_ev": 1.6, "total_energy_ev": -61383.5155, "total_charge": -1, "symbols": ["O", "C", "O", "B", "C", "O", "O", "H", "H", "H", "H", "C", "O", "H", "H", "H", "H", "C", "O", "H", "H", "H", "H", "C", "O", "H", "H", "H", "H", "C", "O", "H", "H", "H", "H", "C", "O", "H", "H", "H", "H", "C", "O", "H", "H", "H", "H", "C", "O", "H", "H", "H", "H", "C", "O", "H", "H", "H", "H", "C", "O", "H", "H", "H", "H", "C", "O", "H", "H", "H", "H", "C", "O", "H", "H", "H", "H", "C", "O", "H", "H", "H", "H", "C", "O", "H", "H", "H", "H", "C", "O", "H", "H", "H", "H", "C", "O", "H", "H", "H", "H", "C", "O", "H", "H", "H", "H"], "positions_angstrom": [[2.2674, -4.6429, -0.6575], [2.1702, -3.2916, -0.6237], [3.2667, -2.4465, -0.0984], [0.7379, -2.6715, -1.2338], [-0.5894, -2.3474, -0.3098], [-1.8077, -2.7272, -1.0421], [-2.0941, -3.9913, -0.9113], [0.6546, -2.4684, -2.3883], [-0.5080, -2.8049, 0.7758], [-0.6191, -1.1757, -0.1649], [-1.8050, -4.3619, -0.0265], [5.2234, 0.3309, -2.1443], [5.6739, -0.9757, -2.4510], [5.9600, 1.0540, -2.5022], [4.2666, 0.5130, -2.6398], [5.1108, 0.4339, -1.0622], [5.0006, -1.5950, -2.1217], [-2.8967, 0.2372, 1.9374], [-1.7066, -0.5100, 2.1091], [-3.3175, 0.0143, 0.9541], [-3.6170, -0.0402, 2.7109], [-2.6705, 1.3044, 2.0011], [-1.3564, -0.2916, 2.9895], [-4.4196, 2.8361, 4.5493], [-3.2294, 2.0889, 4.7210], [-4.8404, 2.6131, 3.5660], [-5.1398, 2.5587, 5.3229], [-4.1933, 3.9033, 4.6131], [-2.8793, 2.3073, 5.6014], [-4.9833, -2.8928, 2.8301], [-3.8977, -3.5091, 2.1624], [-5.1462, -3.3979, 3.7850], [-4.7504, -1.8407, 3.0120], [-5.8843, -2.9768, 2.2174], [-3.7770, -3.0401, 1.3194], [0.1716, 3.0911, 2.7883], [-0.9529, 3.2161, 1.9375], [0.3656, 2.0310, 2.9675], [1.0438, 3.5431, 2.3097], [-0.0333, 3.5878, 3.7400], [-1.1006, 4.1668, 1.7966], [-3.6869, 2.3737, -1.1019], [-2.4968, 1.6266, -0.9302], [-4.1077, 2.1508, -2.0852], [-4.4071, 2.0963, -0.3284], [-3.4606, 3.4410, -1.0382], [-2.1466, 1.8450, -0.0498], [6.7416, 0.8903, -6.0379], [7.2655, 1.1112, -4.7415], [6.9575, 1.7610, -6.6616], [7.2110, 0.0059, -6.4758], [5.6598, 0.7486, -5.9756], [7.0589, 0.3228, -4.2114], [0.8079, -7.5748, -2.9074], [0.7514, -6.2071, -3.2682], [0.6776, -8.1847, -3.8045], [1.7797, -7.7943, -2.4583], [0.0077, -7.7988, -2.1976], [0.8700, -5.6911, -2.4527], [-6.6910, 2.8800, -4.0375], [-5.3029, 3.0011, -4.2877], [-6.8682, 1.9785, -3.4462], [-7.0392, 3.7530, -3.4801], [-7.2278, 2.8023, -4.9862], [-5.1766, 3.8091, -4.8136], [9.1097, -2.3579, -1.0489], [8.1768, -3.3029, -1.5397], [10.1205, -2.7417, -1.2063], [8.9924, -1.4148, -1.5882], [8.9438, -2.2019, 0.0199], [7.2899, -2.9352, -1.3864], [8.6981, -1.8974, -5.3409], [9.2220, -1.6765, -4.0444], [8.9139, -1.0268, -5.9645], [9.1674, -2.7818, -5.7787], [7.6163, -2.0392, -5.2785], [9.0153, -2.4650, -3.5143], [3.2786, -2.0552, -5.4538], [3.2813, -2.0556, -4.0381], [2.6475, -1.2366, -5.8077], [4.2978, -1.9116, -5.8210], [2.8789, -3.0046, -5.8187], [3.8489, -2.7920, -3.7535], [-9.5103, 3.5911, -1.4050], [-9.0598, 2.2846, -1.7117], [-8.7737, 4.3143, -1.7630], [-10.4671, 3.7733, -1.9005], [-9.6229, 3.6941, -0.3229], [-9.7331, 1.6653, -1.3824], [-3.0703, -3.9418, 6.5272], [-3.4393, -5.1281, 5.8486], [-2.9196, -4.1697, 7.5850], [-2.1405, -3.5533, 6.1044], [-3.8667, -3.2003, 6.4262], [-3.5661, -4.8948, 4.9132], [-1.8445, 5.3607, 5.0734], [-2.4013, 5.0509, 6.3375], [-1.7766, 4.4453, 4.4809], [-2.4864, 6.0791, 4.5576], [-0.8444, 5.7804, 5.2076], [-2.4491, 5.8818, 6.8403], [1.8688, 5.7221, 6.2468], [1.7272, 5.7556, 4.8386], [1.2397, 6.5000, 6.6858], [1.5529, 4.7459, 6.6226], [2.9124, 5.9068, 6.5135], [2.2965, 5.0550, 4.4773]], "lowdin_charge": [-0.1658, -0.4429, -0.2948, 0.0214, -0.1409, -0.2444, -0.0872, 0.0624, 0.1350, 0.1350, 0.1217, -0.1531, -0.1484, 0.0642, 0.0819, 0.0806, 0.0589, -0.1668, -0.1186, 0.0838, 0.0585, 0.0553, 0.0870, -0.1548, -0.1372, 0.0801, 0.0787, 0.0601, 0.0812, -0.1560, -0.1263, 0.0685, 0.0571, 0.0794, 0.0787, -0.1451, -0.1294, 0.0883, 0.0820, 0.0494, 0.0888, -0.1595, -0.1313, 0.0665, 0.0691, 0.0737, 0.0451, -0.1618, -0.1296, 0.0782, 0.0470, 0.0773, 0.0510, -0.1794, -0.1382, 0.0684, 0.0749, 0.0705, 0.0519, -0.1663, -0.1328, 0.0780, 0.0643, 0.0765, 0.0824, -0.1737, -0.1301, 0.0823, 0.0704, 0.0792, 0.0828, -0.1645, -0.1332, 0.0692, 0.0781, 0.0773, 0.0520, -0.1609, -0.1300, 0.0780, 0.0631, 0.0761, 0.0884, -0.1669, -0.1337, 0.0700, 0.0755, 0.0752, 0.0847, -0.1716, -0.1323, 0.0760, 0.0786, 0.0690, 0.0679, -0.1578, -0.1317, 0.0538, 0.0852, 0.0620, 0.0855, -0.1690, -0.1451, 0.0768, 0.0804, 0.0763, 0.0846]}


7.
{"formula": "C2H4O2Si", "method": "ωB97M-V/def2-TZVPD", "spin_multiplicity": 3, "mol_weight_g_mol": 88.14, "e_homo_ev": [-6.39, -10.74], "homo_lumo_gap_ev": [6.50, 6.68], "lumo_energy_ev": [0.1, -4.1], "total_energy_ev": -14105.0430, "s2": 2.013, "symbols": ["C", "C", "O", "O", "Si", "H", "H", "H", "H"], "positions_angstrom": [[1.0586, -1.8372, 0.0134], [0.1677, -2.4936, 0.8282], [-0.4843, 3.6135, -0.8951], [-0.7883, 0.7031, 0.6316], [-0.2362, -0.6814, 0.6238], [1.8958, -2.2448, -0.4847], [0.2421, -3.5565, 1.1176], [-0.9331, 3.1224, -0.1360], [-0.9223, 3.3745, -1.6988]], "mulliken_spin": [0.2863, 0.4111, 0.0012, 0.3404, 0.8462, 0.0612, 0.0515, 0.0021, -0.0001]}


Number 7 is which compound? C2H4O2Si


Number 1 is which compound? C3H6N2OS